Computed, not measured: 2 unconnected molecules or ions with the total composition C46H40N3 at a distorted geometry, with ωB97M-V/def2-TZVPD.

```
! wB97M-V def2-TZVPD RIJCOSX def2/J DEFGRID3
* xyz 1 1
C 5.71123 3.62777 -4.85329
C 5.90727 4.09746 -3.55178
C 4.82111 4.17381 -2.67621
C 3.53914 3.81230 -3.12359
N 2.44016 3.99784 -2.23893
C 1.57330 5.08150 -2.51046
C 0.52240 4.90228 -3.41266
C -0.28149 5.99639 -3.72476
C -0.02681 7.23643 -3.12357
C 1.01519 7.39477 -2.19868
C 1.83337 6.30456 -1.90215
C 2.10906 3.05180 -1.27593
C 1.46358 3.42632 -0.08634
C 1.08728 2.45654 0.83464
C 1.31975 1.08361 0.59763
C 1.01225 0.08322 1.63817
C 0.20720 -1.05375 1.24019
C 0.47482 -2.36485 1.68727
C -0.24063 -3.44715 1.19377
C -1.30947 -3.26159 0.28855
N -1.93544 -4.38665 -0.26185
C -3.16914 -4.30239 -0.95186
C -3.32073 -4.98444 -2.17660
C -4.55344 -4.97619 -2.82823
C -5.66188 -4.33682 -2.24626
C -5.50471 -3.64578 -1.03854
C -4.25830 -3.61261 -0.39715
C -1.34962 -5.70229 -0.14596
C -1.92258 -6.65532 0.70782
C -1.36813 -7.93463 0.79185
C -0.27701 -8.30064 -0.01237
C 0.26349 -7.35726 -0.89592
C -0.25898 -6.06379 -0.94718
C -1.64042 -1.93070 -0.09285
C -0.89292 -0.84929 0.37689
C 1.85224 0.73050 -0.68962
C 2.30631 1.69598 -1.57248
C 3.33610 3.36160 -4.43175
C 4.43488 3.25337 -5.29484
H 6.55944 3.54719 -5.53231
H 6.89620 4.40467 -3.20487
H 4.93790 4.52437 -1.64249
H 0.38632 3.91584 -3.87222
H -1.07961 5.87294 -4.45893
H -0.65854 8.09130 -3.37790
H 1.21872 8.35802 -1.72952
H 2.68797 6.37776 -1.21978
H 1.25232 4.48689 0.11320
H 0.56351 2.74198 1.75160
H 1.83737 -0.12323 2.31410
H 1.30383 -2.54323 2.37116
H 0.05405 -4.46576 1.47991
H -2.47350 -5.52888 -2.60053
H -4.66082 -5.46929 -3.79395
H -6.63874 -4.36135 -2.74133
H -6.34960 -3.11326 -0.58937
H -4.12273 -3.08323 0.55020
H -2.79448 -6.38070 1.30548
H -1.79755 -8.66310 1.48446
H 0.13048 -9.31919 0.02839
H 1.09238 -7.63497 -1.54860
H 0.15273 -5.32592 -1.63563
H -2.46141 -1.77868 -0.79261
H -1.12532 0.16647 0.03885
H 1.94052 -0.32523 -0.96654
H 2.76166 1.44811 -2.53577
H 2.32429 3.07749 -4.75161
H 4.28050 2.87243 -6.30493
C 2.21406 2.13909 3.92338
C 0.75689 1.80277 4.03320
C -0.00954 2.85934 4.76969
N 0.25088 0.75556 3.45514
C -0.96678 0.14506 3.87424
C -0.98466 -1.20427 4.28919
C -2.16661 -1.81572 4.71862
C -3.37387 -1.08426 4.70302
C -3.34821 0.28473 4.38636
C -2.16931 0.87956 3.91701
H 2.27921 3.24009 3.85124
H 2.72671 1.82604 4.83755
H 2.71852 1.66974 3.06793
H 0.72355 3.55477 5.18785
H -0.64166 3.43075 4.08220
H -0.61381 2.48171 5.60758
H -0.02700 -1.73661 4.29326
H -2.12918 -2.86354 5.07017
H -4.31912 -1.57753 4.96079
H -4.24410 0.89751 4.49425
H -2.15228 1.94383 3.64392
*
```

Lowest unoccupied orbital energy = -3.48 eV
HOMO = -10.014 eV
Orbital gap = 6.54 eV

Computed, not measured: a molecular structure, C46H40N4O6PS2V, with ωB97M-V/def2-TZVPD.

```
! wB97M-V def2-TZVPD RIJCOSX def2/J DEFGRID3
* xyz 0 3
V -0.27204 0.96323 0.57980
C -6.83531 1.06373 2.88395
C -5.66994 0.18406 2.53446
C -4.89148 -0.40259 3.52782
C -3.76339 -1.14175 3.20734
C -3.40678 -1.28779 1.87321
C -4.19234 -0.74310 0.86623
C -5.32367 -0.02477 1.20337
S -1.87158 -2.01343 1.42898
O -1.93075 -2.33146 0.03211
O -1.53684 -3.06476 2.37060
N -0.78216 -0.82786 1.58472
C -0.44674 -0.32192 2.82907
C -0.49494 -0.91217 4.09526
C -0.06585 -0.16090 5.16783
C 0.40894 1.13863 4.99023
C 0.44173 1.64193 3.70660
N 0.02801 0.92346 2.66841
H -7.23264 0.83009 3.87058
H -7.63723 0.96934 2.15320
H -6.50607 2.10425 2.88527
H -5.17260 -0.28134 4.56699
H -3.17781 -1.61804 3.98041
H -3.90611 -0.87818 -0.16754
H -5.93330 0.40929 0.42005
H -0.84558 -1.92663 4.20686
H -0.09573 -0.59131 6.16088
H 0.74205 1.73507 5.82613
H 0.79424 2.64242 3.48411
C 4.01430 1.03225 0.26448
C 2.63836 1.61922 0.41319
O 1.69254 0.79872 0.42742
C 2.43572 3.03737 0.53420
C 3.54446 3.91019 0.63650
C 3.38200 5.26488 0.72694
C 2.07995 5.79895 0.70089
C 0.98377 4.99049 0.58455
C 1.12381 3.58360 0.50215
O 0.05157 2.87038 0.37269
H 3.92232 0.01713 -0.11873
H 4.50621 1.00162 1.23933
H 4.63216 1.61882 -0.41172
H 4.54411 3.49824 0.66355
H 4.23981 5.91486 0.82009
H 1.94217 6.87103 0.77116
H -0.02156 5.39002 0.55762
O -3.35680 3.22355 1.10893
C -2.78113 2.49307 0.32815
O -2.11522 1.44210 0.70558
C -2.92487 2.75575 -1.16604
C -3.99399 3.58309 -1.51031
C -4.26654 3.89769 -2.82748
C -3.46404 3.38899 -3.83764
C -2.39855 2.57067 -3.51348
C -2.11127 2.24280 -2.18768
P -0.63976 1.18445 -1.89828
C 0.75908 2.19603 -2.50394
C 1.99893 1.57817 -2.67223
C 3.11317 2.32724 -3.01366
C 3.00923 3.70362 -3.16744
C 1.78275 4.32394 -2.98949
C 0.66155 3.57351 -2.66493
C -0.83041 -0.11434 -3.16059
C -1.63503 -1.20183 -2.83561
C -1.82480 -2.23013 -3.74360
C -1.20949 -2.17923 -4.98498
C -0.40674 -1.09678 -5.31719
C -0.21650 -0.06561 -4.40999
H -4.60066 3.97137 -0.70446
H -5.10520 4.53779 -3.06850
H -3.66916 3.62662 -4.87338
H -1.77239 2.17346 -4.30235
H 2.09004 0.50709 -2.52367
H 4.06686 1.83490 -3.15748
H 3.88218 4.28969 -3.42322
H 1.69537 5.39723 -3.09609
H -0.28964 4.06934 -2.51688
H -2.08056 -1.27172 -1.85170
H -2.43216 -3.08171 -3.46615
H -1.34773 -2.98669 -5.69270
H 0.07996 -1.05826 -6.28297
H 0.42203 0.76730 -4.67554
N 1.80399 -2.48148 0.98001
C 1.32807 -2.91867 -0.22688
S 1.76371 -2.11921 -1.63124
N 0.52768 -4.00236 -0.13449
C -0.15374 -4.73765 -1.13718
C 0.33669 -4.94985 -2.41852
C -0.40083 -5.72054 -3.30853
C -1.60642 -6.28840 -2.93567
C -2.07814 -6.08960 -1.64392
C -1.35827 -5.32159 -0.75051
H 2.10801 -1.51730 0.94538
H 1.24285 -2.69503 1.79460
H 0.18177 -4.20498 0.79296
H 1.27459 -4.52064 -2.72180
H -0.01396 -5.87552 -4.30738
H -2.17119 -6.88587 -3.63831
H -3.01775 -6.52573 -1.33103
H -1.74459 -5.13097 0.24336
*
```

Lowest unoccupied orbital energy (alpha / beta) = -0.40 / -0.59 eV
HOMO (alpha / beta) = -7.908 / -7.914 eV
Energy above the lowest of the compared OMol25 structures with the same formula, charge and spin = 0.8 kcal per mole
Orbital gap (alpha / beta) = 7.51 / 7.32 eV

Table of energy (Eh), in record order: -1940.884786, -4529.327088